Here is a structure of composition C3H9AlCoI at a distorted geometry from the Open Molecules 2025 dataset. Energies are from ωB97M-V/def2-TZVPD.

As for the total energy: -55568.755 eV. The charge is +1. The value obtained for the HOMO-LUMO gap (spin up / spin down) is 0.277 / 0.202 hartree. The spin multiplicity is 4. The highest occupied orbital energy (spin up / spin down) is -13.239 / -12.661 eV.

Atoms and positions in Å:
C 0.92770 -0.49121 -0.21942
I 0.66502 2.43206 0.59029
H 0.63239 -1.14339 -3.01345
H 0.61243 0.03420 1.83678
H 1.41453 -1.35637 0.20517
H -1.63942 0.67749 1.86002
H 1.67951 0.08896 -0.72642
Co 3.04065 3.02768 1.69974
H -1.61293 -0.79487 0.88078
H -1.74638 0.79965 0.13171
H -1.58650 -0.15803 -2.13948
C 0.22392 0.31193 0.86742
Al -0.38130 -1.12709 -1.72491
H -0.93411 -2.53826 -1.18390
C -1.29551 0.23726 0.93567